62
Properties=species:S:1:pos:R:3:forces:R:3 method="wB97M-V/def2-TZVPD" orbital_gap_ha="0.2900 / 0.3227" energy_ha=-1975.33501 spin_multiplicity=2 total_charge=0
C -1.479831 -1.454525 2.916152 -0.175 0.201 0.007
C -0.666905 -0.980988 1.715666 -0.145 -0.175 -0.018
C -1.596523 -0.936681 0.497744 0.027 0.142 -0.006
C -0.080849 0.394887 2.071537 -0.149 0.101 -0.085
C 0.945438 0.992338 1.096185 -0.213 0.122 -0.113
C 0.203028 1.856222 0.074637 0.024 0.220 0.054
C 1.026594 2.618547 -1.004662 -0.090 -0.143 -0.116
N 2.470500 2.517127 -1.042511 0.129 0.465 -0.532
O 1.784540 1.933172 1.806817 0.174 -0.399 0.026
B 2.828293 1.630278 2.632760 -0.014 0.185 0.056
O 4.107432 1.657810 2.102506 -0.018 0.083 0.203
O 2.600921 1.417898 3.982027 0.064 -0.388 -0.107
C 1.732841 -0.126675 0.390273 -0.014 -0.119 -0.095
C 1.766005 -1.525264 1.025375 0.008 -0.011 -0.146
C 2.695714 -1.592561 2.242195 0.044 0.165 0.016
C 2.258448 -2.507956 -0.034937 0.036 -0.069 -0.010
N 0.416714 -1.974184 1.446391 0.222 0.401 0.588
O 0.410079 -3.058399 2.115175 -0.113 -0.251 -0.255
H -2.270191 -0.721287 3.094095 0.005 -0.014 -0.017
H -1.948911 -2.416421 2.720039 0.091 -0.021 0.049
H -0.860526 -1.529041 3.809750 0.000 -0.077 -0.028
H -2.282698 -0.093781 0.599549 -0.058 -0.072 -0.029
H -1.049758 -0.838564 -0.441796 -0.010 -0.053 0.019
H -2.190929 -1.852012 0.469819 0.089 -0.021 -0.098
H 0.330171 0.360574 3.082284 0.187 -0.068 -0.081
H -0.928748 1.085448 2.111299 0.036 -0.044 0.179
H -0.356726 2.590087 0.661796 0.003 -0.037 -0.007
H -0.537996 1.229646 -0.423237 0.038 0.018 0.021
H 0.782983 3.680007 -0.926756 0.024 -0.024 0.039
H 0.657736 2.307647 -1.985590 0.024 -0.032 0.032
H 2.952407 2.938104 -0.266063 -0.062 -0.283 0.206
H 2.832740 1.608287 -1.267732 -0.028 -0.099 0.209
H 4.791276 1.725993 2.779315 -0.061 -0.120 -0.174
H 3.285126 0.892666 4.415903 -0.091 0.315 -0.014
H 2.774815 0.167518 0.260437 -0.026 0.083 0.018
H 1.318011 -0.224226 -0.618963 0.000 -0.046 0.046
H 2.247063 -1.100573 3.107023 -0.001 -0.010 0.006
H 3.638560 -1.094895 2.007966 0.040 -0.026 -0.017
H 2.901072 -2.628692 2.505272 -0.078 0.033 0.042
H 1.584138 -2.513603 -0.892995 0.022 0.017 -0.004
H 2.298918 -3.512948 0.384526 0.000 0.019 -0.025
H 3.256787 -2.223631 -0.376144 -0.012 -0.016 0.020
C 0.586944 0.520112 -6.412504 -0.042 0.008 -0.018
S 1.360785 0.053774 -4.859970 0.086 -0.032 0.034
O 0.336732 0.230520 -3.795562 -0.033 0.031 0.064
C 2.458701 1.470773 -4.765689 0.044 0.066 -0.007
H -0.174034 -0.225306 -6.633121 -0.002 -0.002 0.005
H 0.128307 1.502385 -6.301922 -0.002 -0.002 0.013
H 1.338509 0.526273 -7.201575 -0.006 -0.006 -0.006
H 1.869922 2.387775 -4.780026 -0.024 -0.014 0.014
H 3.153711 1.441670 -5.605052 0.007 -0.004 0.007
H 3.009545 1.410255 -3.829380 -0.025 -0.008 0.016
C -5.773248 -0.082522 -0.608683 -0.010 -0.010 -0.035
S -5.973488 0.012214 1.174541 -0.019 0.000 -0.012
O -4.630503 0.315127 1.732761 0.084 0.031 0.044
C -6.246982 -1.745025 1.429971 -0.016 -0.034 -0.004
H -5.537012 0.919537 -0.960326 0.003 0.003 0.006
H -4.952936 -0.761914 -0.839597 0.010 0.006 0.012
H -6.703925 -0.423742 -1.061854 0.003 0.006 -0.008
H -5.390951 -2.298263 1.044252 0.012 0.011 0.006
H -7.166557 -2.046699 0.928634 -0.001 -0.007 0.008
H -6.341274 -1.904292 2.501980 0.004 0.006 0.002

57
Properties=species:S:1:pos:R:3:forces:R:3 method="wB97M-V/def2-TZVPD" orbital_gap_ha="0.2407 / 0.2193" energy_ha=-1934.85708 spin_multiplicity=5 total_charge=+1
Ir 0.113559 0.746467 -0.388074 0.085 -0.461 0.008
N -0.090098 1.301920 4.022331 0.000 0.059 0.050
C -0.129289 0.364104 3.073813 0.008 -0.041 0.092
N -0.066423 0.961997 1.901972 -0.130 0.011 -0.188
C -0.000398 2.288454 2.208726 0.043 0.175 -0.140
N -0.010426 2.539457 3.491005 -0.006 -0.203 0.064
C 0.001529 3.292161 1.138230 0.007 -0.123 0.094
C -0.074235 4.656793 1.361552 -0.045 0.164 -0.045
N -0.181280 5.522784 0.360572 0.007 -0.099 0.006
C -0.233502 5.024795 -0.871231 -0.012 0.108 0.129
C -0.133681 3.666395 -1.120164 0.025 -0.065 0.047
N 0.010133 2.806079 -0.110050 -0.036 0.022 -0.257
H -0.127914 1.188252 5.023397 -0.006 -0.005 0.010
H -0.214680 -0.697457 3.252709 -0.003 0.042 -0.030
H -0.058646 5.042958 2.373293 -0.003 0.011 -0.021
H -0.358206 5.723258 -1.688402 0.009 -0.002 0.005
H -0.172223 3.257096 -2.120204 -0.012 -0.010 0.012
C 2.544765 -2.712755 -1.605553 0.128 -0.015 0.132
N 2.575079 -2.773234 -0.163764 -0.291 0.029 -0.125
C 2.241729 -4.006935 0.501195 0.006 0.085 0.051
C 2.532537 -1.561118 0.652298 0.161 0.008 -0.083
C 3.008857 -0.323768 -0.058675 0.080 0.025 -0.083
C 4.390152 -0.189960 -0.186318 0.023 -0.030 0.043
C 4.957209 0.883903 -0.854617 0.002 -0.014 0.002
C 4.127305 1.848548 -1.403823 -0.021 0.001 0.005
C 2.753613 1.737276 -1.251571 0.112 -0.100 -0.034
C 2.146389 0.664070 -0.575749 -0.103 0.210 0.035
H 2.637219 -3.711525 -2.018918 0.008 -0.019 0.025
H 3.337681 -2.061974 -1.972174 0.002 0.033 0.045
H 1.584347 -2.268039 -1.889912 -0.064 0.035 0.011
H 2.466875 -4.860966 -0.129286 0.011 0.019 -0.018
H 1.163974 -3.961206 0.713860 -0.064 -0.028 -0.010
H 2.768914 -4.073024 1.452899 0.011 0.027 -0.025
H 3.151119 -1.767459 1.530607 0.003 -0.029 0.008
H 1.495033 -1.489788 0.990623 -0.099 -0.005 -0.004
H 5.036915 -0.943626 0.254792 -0.012 0.035 -0.022
H 6.033094 0.967485 -0.939546 -0.033 -0.013 -0.003
H 4.546863 2.692384 -1.936754 -0.005 -0.017 0.010
H 2.137275 2.512052 -1.688146 -0.007 0.010 0.017
O -6.775836 -2.936173 -0.345597 0.080 0.034 -0.013
N -5.641645 -3.161915 0.016592 -0.086 -0.037 0.054
O -5.288924 -4.139370 0.646304 0.063 0.056 -0.047
C -4.608478 -2.169035 -0.323900 -0.072 -0.096 0.040
C -3.296807 -2.429507 0.008578 0.002 -0.182 0.039
C -2.333537 -1.501292 -0.324297 0.210 0.007 0.022
C -2.652631 -0.257983 -0.928749 0.119 0.140 -0.029
O -1.762572 0.689745 -1.093613 -0.188 0.286 0.097
C -4.009917 -0.073523 -1.266283 -0.023 0.149 -0.133
C -4.976980 -1.012561 -0.968240 -0.124 0.038 -0.078
N -4.491240 1.168540 -1.921724 -0.093 0.096 0.180
O -3.676046 1.976835 -2.311533 0.090 -0.084 -0.054
O -5.694670 1.311028 -2.014059 0.139 -0.133 0.015
N -0.993215 -1.789593 0.000848 0.085 0.052 0.079
O -0.007142 -1.245731 -0.745308 -0.033 -0.199 0.044
O -0.671590 -2.540249 0.962933 0.073 0.037 -0.027
H -3.023021 -3.346756 0.507539 0.003 -0.005 0.004
H -6.006886 -0.828311 -1.230412 -0.024 0.010 -0.002

78
Properties=species:S:1:pos:R:3:forces:R:3 method="wB97M-V/def2-TZVPD" relative_energy_kj_mol=29.5 orbital_gap_ha=0.3395 energy_ha=-2979.10562 spin_multiplicity=1 smiles="CCOP(=S)(OCC)N1CCOCCOCCN(P(=S)(OCC)OCC)CCOCCOCC1" total_charge=0
C 2.573983 2.593084 2.269356 0.234 -0.159 -0.068
C 3.979180 2.020727 2.272738 -0.157 0.300 0.595
O 4.323312 1.443895 1.018952 0.004 -0.565 -0.510
P 3.615537 0.078860 0.540178 0.104 0.245 -0.001
S 3.241280 -1.175512 1.977191 -0.034 0.341 -0.516
O 4.675519 -0.410996 -0.562238 -0.603 0.264 0.213
C 5.761636 -1.265901 -0.210837 0.495 -0.363 0.137
C 6.842194 -0.532565 0.561555 -0.282 -0.015 -0.130
N 2.323503 0.611215 -0.386244 0.786 -0.501 0.669
C 1.209629 -0.306213 -0.526558 -0.508 -0.531 0.012
C 1.487990 -1.460154 -1.501337 0.297 0.274 -0.026
O 0.496725 -2.459594 -1.481011 -0.281 -0.101 -0.063
C 0.604847 -3.382899 -0.411296 -0.174 -0.283 -0.046
C -0.507192 -4.433016 -0.540083 0.428 0.124 -0.001
O -1.695810 -4.155774 0.158999 -0.058 0.140 0.162
C -2.570554 -3.216525 -0.424655 -0.137 0.216 0.016
C -2.201935 -1.773309 -0.062200 0.121 -0.457 0.222
N -3.235380 -0.820929 -0.448842 0.005 0.900 0.417
P -3.227293 0.575826 0.488883 -0.466 -0.116 0.552
S -4.273974 2.099236 -0.126157 0.224 -0.415 0.031
O -3.756449 0.007234 1.902362 0.431 0.173 -0.169
C -5.130930 -0.337983 2.027479 -0.526 -0.078 0.132
C -5.369792 -0.841315 3.439010 0.194 0.123 -0.345
O -1.709169 0.838568 0.914759 -0.525 -0.417 -0.242
C -1.286095 2.131187 1.323635 0.228 0.607 0.218
C -1.444593 2.312396 2.822943 -0.029 -0.165 -0.311
C -3.461419 -0.633605 -1.863547 0.029 0.337 -0.503
C -2.230145 -0.081272 -2.596176 -0.165 -0.274 0.075
O -1.725830 0.992940 -1.827095 0.124 -0.097 -0.215
C -1.526379 2.209116 -2.501384 0.419 0.065 -0.177
C -0.351318 2.143238 -3.496294 -0.377 -0.066 0.148
O 0.793572 1.517465 -2.971809 0.079 -0.174 0.008
C 1.526384 2.274490 -2.033207 0.248 0.074 0.007
C 2.690324 1.415882 -1.542893 -0.200 0.419 -0.178
H 2.460279 3.314347 1.463334 -0.065 0.099 -0.069
H 2.372010 3.080492 3.219207 -0.045 0.066 0.108
H 1.859796 1.784861 2.124859 -0.143 0.032 0.042
H 4.728158 2.798708 2.443451 -0.086 -0.118 0.006
H 4.064145 1.254931 3.053136 0.093 0.141 -0.103
H 5.377716 -2.102098 0.386032 0.030 0.074 -0.186
H 6.142409 -1.642683 -1.164004 -0.065 0.012 0.140
H 7.694741 -1.189594 0.711218 0.101 -0.062 0.028
H 6.457313 -0.225805 1.531782 0.066 0.031 0.086
H 7.159927 0.352008 0.015210 0.082 0.077 -0.020
H 0.327795 0.247749 -0.852010 -0.002 -0.029 0.063
H 1.013829 -0.712293 0.469812 -0.137 0.045 -0.133
H 1.498086 -1.077442 -2.525571 0.106 -0.034 0.078
H 2.473491 -1.894476 -1.267904 -0.093 0.006 -0.092
H 0.528422 -2.888968 0.564120 0.036 -0.018 -0.001
H 1.583543 -3.881358 -0.467240 -0.065 0.046 0.027
H -0.152708 -5.372612 -0.109230 0.042 0.061 -0.112
H -0.713786 -4.580111 -1.609593 0.036 -0.052 0.059
H -3.563133 -3.451307 -0.026803 0.036 0.106 -0.121
H -2.581889 -3.347661 -1.515090 -0.043 -0.030 0.036
H -1.248420 -1.516113 -0.522268 0.002 0.011 0.093
H -2.097044 -1.706760 1.023453 0.102 -0.156 -0.082
H -5.377473 -1.109434 1.288905 0.015 0.062 0.041
H -5.740382 0.548857 1.815507 0.076 -0.134 0.012
H -6.414847 -1.111575 3.560602 -0.114 -0.042 0.044
H -4.749395 -1.712460 3.632406 0.021 -0.108 0.071
H -5.115393 -0.067283 4.158180 -0.007 0.057 0.098
H -1.872517 2.889817 0.789333 0.189 -0.116 0.021
H -0.235249 2.205841 1.027624 -0.087 -0.001 -0.016
H -0.900294 1.535153 3.353271 0.066 -0.050 0.099
H -1.064071 3.286183 3.120062 0.044 0.115 0.055
H -2.497048 2.242912 3.087824 -0.068 0.032 0.088
H -4.273783 0.094318 -1.949796 0.056 -0.201 -0.137
H -3.780841 -1.576836 -2.311086 -0.014 0.039 -0.044
H -2.527727 0.248021 -3.596112 0.034 -0.036 -0.034
H -1.452960 -0.849250 -2.688720 -0.004 0.057 -0.087
H -2.433437 2.522091 -3.035808 0.038 0.036 0.045
H -1.325686 2.939977 -1.714822 -0.077 0.028 -0.075
H -0.627132 1.529986 -4.358325 -0.032 0.136 0.009
H -0.121263 3.161427 -3.843339 -0.039 -0.055 -0.036
H 1.912513 3.184230 -2.519897 -0.049 -0.075 0.068
H 0.902008 2.575085 -1.182233 0.033 0.001 -0.008
H 3.028501 0.797403 -2.381068 0.061 0.069 0.007
H 3.518117 2.052967 -1.225737 -0.060 0.048 -0.182